# 1
# C22H14Co2O8

A structure of composition C22H14Co2O8 in a non-equilibrium geometry (the ωB97M-V functional and the def2-TZVPD basis, the OMol25 dataset).

- HOMO level (eV) = 0.11
- net charge = -2
- E_tot (Eh) = -4214.05914
- E_LUMO (eV) = 4.49

Element x y z (Å)
C (2.928, -3.577, 5.644)
O (1.524, -3.866, 5.408)
C (0.833, -3.191, 4.451)
C (-0.459, -3.691, 4.108)
C (-1.107, -3.245, 2.993)
C (-0.578, -2.180, 2.165)
O (-1.203, -1.829, 1.072)
C (0.661, -1.603, 2.630)
C (1.337, -2.067, 3.744)
H (3.278, -4.399, 6.274)
H (3.509, -3.530, 4.714)
H (3.033, -2.611, 6.151)
H (-0.882, -4.477, 4.738)
H (-2.067, -3.679, 2.709)
H (1.081, -0.776, 2.056)
H (2.267, -1.580, 4.067)
O (-2.801, 0.120, 1.735)
C (-1.938, 0.179, 0.959)
Co (-0.703, 0.189, -0.360)
C (0.701, 0.999, 0.296)
O (1.724, 1.406, 0.646)
C (0.286, -0.940, -1.270)
O (0.845, -1.792, -1.833)
C (-1.154, 1.858, -2.643)
C (-0.047, 2.007, -3.529)
C (1.116, 2.640, -3.035)
C (2.333, 2.500, -3.696)
C (2.412, 1.773, -4.889)
C (1.235, 1.234, -5.438)
C (0.017, 1.342, -4.775)
C (-1.605, 0.901, -1.801)
C (-2.122, -0.396, -1.462)
Co (-2.210, 2.756, -1.463)
C (-2.644, 4.232, -2.301)
O (-2.879, 5.256, -2.774)
C (-1.134, 3.333, -0.211)
O (-0.458, 3.771, 0.618)
C (-3.587, 2.525, -0.362)
O (-4.473, 2.497, 0.373)
H (1.061, 3.176, -2.086)
H (3.223, 2.983, -3.284)
H (3.381, 1.653, -5.387)
H (1.292, 0.729, -6.399)
H (-0.888, 0.878, -5.172)
H (-3.178, -0.358, -1.122)
H (-1.958, -1.151, -2.257)

Forces on the atoms, in the same order (eV/Å):
-1.6 0.0 -0.4
1.7 -0.6 1.5
-0.8 1.4 -1.6
1.7 -0.1 0.8
-0.2 1.0 -0.7
-0.2 -0.4 -0.3
0.9 -1.2 1.5
-0.9 0.2 -0.8
-0.2 -1.3 0.9
0.0 0.2 -0.1
-0.2 -0.1 0.0
0.1 -0.1 0.1
0.1 0.0 -0.2
0.2 0.2 0.0
-0.2 -0.2 0.2
-0.3 -0.3 -0.2
1.5 0.6 -1.5
-1.9 -0.3 2.2
2.2 -0.6 1.6
1.1 0.4 0.4
-0.8 -0.1 -0.2
1.2 -2.1 -0.6
-0.8 1.5 0.7
0.0 -3.2 1.1
0.8 -0.5 -0.3
0.1 -0.1 -0.3
-0.2 0.1 -0.2
-0.2 0.1 -0.1
0.5 0.3 0.1
0.3 0.2 0.3
-1.6 3.9 -4.6
-1.2 -0.6 -1.4
-1.6 1.7 2.3
-0.2 -0.6 -0.5
-0.1 0.8 -0.2
1.0 0.6 0.6
-0.2 0.0 -0.1
-0.5 0.0 -0.8
0.1 -0.1 0.1
-0.1 -0.2 -0.2
-0.2 -0.2 -0.1
-0.4 0.0 0.1
0.0 -0.1 0.1
0.3 0.1 0.1
0.8 -0.3 -0.1
-0.2 0.1 0.6



# 2
# C3H8N2OS

An isolated molecule of C3H8N2OS in a non-equilibrium geometry (the ωB97M-V functional and the def2-TZVPD basis, the OMol25 dataset).

- HOMO level (eV) = -9.32
- structure (SMILES) = NC(=O)NCCS
- E_tot (Eh) = -702.04587
- E_LUMO (eV) = 0.74

Element x y z (Å)
N (2.067, -0.564, -1.276)
C (1.914, 0.214, -0.108)
O (2.659, 1.140, 0.101)
N (0.769, -0.089, 0.609)
C (-0.582, -0.353, 0.147)
C (-1.535, 0.629, 0.830)
S (-3.239, 0.465, 0.220)
H (2.926, -0.333, -1.749)
H (1.285, -0.688, -1.898)
H (0.893, -0.247, 1.596)
H (-0.826, -1.400, 0.320)
H (-0.624, -0.112, -0.916)
H (-1.145, 1.635, 0.708)
H (-1.551, 0.363, 1.887)
H (-3.011, -0.659, -0.469)

Forces on the atoms, in the same order (eV/Å):
0.5 0.0 0.5
-1.2 0.3 -2.5
0.6 -0.6 1.2
-0.1 -0.1 1.3
0.8 0.6 -0.6
0.1 -0.9 0.5
0.0 0.1 -0.2
-0.2 0.3 -0.2
-0.1 -0.2 0.2
0.2 0.5 0.0
-0.5 0.0 -0.1
0.0 -0.4 -0.1
-0.2 0.1 -0.1
0.0 0.3 0.1
-0.1 0.0 0.0



# 3
# C18H24Cl4IrN4O5S2

A structure of composition C18H24Cl4IrN4O5S2 in a non-equilibrium geometry (the ωB97M-V functional and the def2-TZVPD basis, the OMol25 dataset).

- HOMO level (eV) = -10.91
- net charge = +1
- E_tot (Eh) = -4036.72364
- E_LUMO (eV) = -3.44

Element x y z (Å)
Ir (-0.114, -2.339, -0.526)
Cl (1.594, -3.767, -1.673)
C (3.016, -2.990, -0.973)
C (4.178, -2.966, -1.710)
C (5.293, -2.359, -1.145)
C (5.210, -1.795, 0.115)
C (4.016, -1.839, 0.824)
Cl (3.950, -1.109, 2.391)
C (2.877, -2.451, 0.302)
S (1.355, -2.576, 1.190)
H (4.218, -3.412, -2.694)
H (6.223, -2.324, -1.694)
H (6.068, -1.314, 0.563)
N (-3.993, -2.534, -2.214)
C (-2.816, -2.719, -1.623)
O (-1.848, -1.985, -1.894)
C (-2.666, -3.819, -0.602)
C (-1.180, -4.075, -0.406)
H (-4.094, -1.799, -2.896)
H (-4.777, -3.134, -2.025)
H (-3.174, -4.722, -0.952)
H (-3.179, -3.526, 0.314)
H (-0.835, -4.653, -1.268)
H (-0.946, -4.637, 0.495)
C (0.858, 6.612, 1.307)
C (0.241, 5.284, 0.885)
S (-1.220, 4.970, 1.855)
O (-0.840, 4.906, 3.242)
O (-2.256, 5.855, 1.407)
C (-1.715, 3.311, 1.389)
C (-0.912, 2.262, 2.141)
N (-1.261, 0.902, 1.699)
C (-0.580, 0.210, 0.771)
N (-1.124, -0.997, 0.601)
C (-2.179, -1.098, 1.459)
C (-2.274, 0.075, 2.131)
N (-3.281, 0.425, 3.098)
O (-4.062, -0.454, 3.383)
O (-3.367, 1.594, 3.417)
C (0.619, 0.715, 0.053)
H (1.770, 6.785, 0.737)
H (1.105, 6.603, 2.366)
H (0.170, 7.433, 1.114)
H (0.928, 4.450, 1.049)
H (-0.080, 5.295, -0.157)
H (-1.628, 3.221, 0.305)
H (-2.770, 3.261, 1.661)
H (-1.095, 2.341, 3.207)
H (0.159, 2.374, 1.979)
H (-2.798, -1.967, 1.563)
H (0.418, 1.674, -0.426)
H (0.922, 0.016, -0.730)
H (1.464, 0.819, 0.738)
Cl (0.427, -1.609, -6.280)
C (1.416, -1.686, -4.831)
Cl (0.679, -0.783, -3.480)
H (2.383, -1.240, -5.034)
H (1.508, -2.719, -4.520)

Forces on the atoms, in the same order (eV/Å):
-0.3 -0.4 -0.1
-0.3 0.3 -0.1
0.1 0.0 0.0
0.0 0.0 0.0
0.0 0.0 0.0
0.0 0.0 0.0
0.0 0.0 0.1
0.0 0.0 0.0
-0.1 -0.1 -0.1
0.2 0.2 0.0
0.0 0.0 0.0
0.0 0.0 0.0
0.0 0.0 0.0
0.0 0.0 0.0
-0.1 0.0 0.0
0.4 -0.1 0.0
0.0 0.0 -0.1
0.0 0.0 0.0
0.0 0.0 0.0
0.0 0.0 0.0
0.0 0.0 0.0
0.0 0.1 0.0
0.0 -0.1 0.1
-0.1 0.0 0.1
0.0 0.0 0.0
0.0 0.0 0.0
0.0 0.0 0.0
0.0 0.0 0.0
0.0 0.0 0.0
0.0 0.0 0.0
0.0 0.0 0.0
0.0 0.0 0.0
0.0 0.0 0.0
0.1 -0.1 0.2
0.0 0.0 0.0
0.2 -0.1 0.2
-0.7 0.2 -0.9
0.2 -0.1 0.3
0.3 0.0 0.4
0.0 0.0 0.0
0.0 0.0 0.0
0.0 0.0 0.0
0.0 0.0 0.0
0.0 0.0 0.0
0.0 0.0 0.0
0.0 0.0 0.0
0.0 0.0 0.0
0.0 0.0 0.0
0.0 0.0 0.0
0.0 0.0 0.0
0.0 0.0 0.0
0.0 0.0 0.0
0.0 0.0 0.0
0.0 0.0 0.0
0.0 0.0 0.1
0.1 0.1 -0.1
0.0 0.0 0.0
0.0 0.0 0.0